Density functional theory data (ωB97M-V/def2-TZVPD) for a molecular structure, CLiO2Y in a non-equilibrium geometry.

Each line ends with the Mulliken charge.
Geometry (Å):
O -3.3150 0.2228 0.1828  -0.12
C -2.1406 0.1028 0.1352  0.12
O -0.0430 -0.3539 0.4144  -0.77
Y 2.2042 -0.8131 0.7114  1.86
Li -0.1501 0.8848 -0.7560  0.90

HOMO level (alpha / beta), eV: -17.61 / -17.61
Strongest force on any atom, eV Å⁻¹: 9.76
Charge: +2
Orbital gap (alpha / beta), eV: 5.990 / 5.989